Formula: C19H29ClN3O4
Source: OMol25
Level of theory: ωB97M-V with the def2-TZVPD basis set

Summary:
LUMO energy ... -2.53 eV
Net charge ... +1
SMILES ... CCNc1c(Cl)n(COCOCCO)c(CCO)[n+]1Cc1ccccc1C
E ... -45349.01926 eV

Cartesian coordinates (Å):
C: 3.423 -2.364 3.131
C: 1.978 -2.781 2.742
N: 1.073 -1.636 2.432
C: 0.838 -1.472 1.075
C: 0.426 -2.400 0.172
Cl: 0.014 -4.066 0.422
N: 0.327 -1.847 -1.094
C: -0.096 -2.542 -2.318
O: -1.104 -1.845 -2.986
C: -2.359 -2.055 -2.399
O: -2.505 -1.314 -1.202
C: -3.897 -1.323 -0.854
C: -4.137 -0.794 0.561
O: -4.315 0.625 0.597
C: 0.677 -0.560 -0.999
C: 0.731 0.395 -2.157
C: 2.210 0.584 -2.628
O: 2.943 1.498 -1.806
N: 0.954 -0.322 0.289
C: 1.333 0.988 0.843
C: 0.304 2.087 0.576
C: -0.993 1.810 0.159
C: -1.928 2.783 -0.091
C: -1.604 4.120 0.103
C: -0.333 4.408 0.550
C: 0.620 3.430 0.775
C: 2.002 3.859 1.261
H: 4.146 -2.661 2.359
H: 3.541 -1.300 3.373
H: 3.702 -2.955 4.014
H: 2.038 -3.525 1.948
H: 1.542 -3.298 3.607
H: 1.520 -0.821 2.839
H: 0.782 -2.587 -2.979
H: -0.398 -3.578 -2.132
H: -3.115 -1.693 -3.116
H: -2.575 -3.126 -2.218
H: -4.226 -2.378 -0.856
H: -4.501 -0.714 -1.543
H: -3.372 -1.132 1.275
H: -5.099 -1.212 0.894
H: -3.470 0.972 0.908
H: 0.337 1.385 -1.914
H: 0.176 0.030 -3.026
H: 2.251 0.988 -3.645
H: 2.715 -0.398 -2.653
H: 3.425 0.931 -1.191
H: 2.345 1.290 0.573
H: 1.339 0.869 1.937
H: -1.293 0.770 -0.015
H: -2.933 2.561 -0.448
H: -2.344 4.897 -0.068
H: -0.103 5.459 0.727
H: 2.478 4.515 0.522
H: 2.633 2.997 1.492
H: 1.876 4.449 2.180


Formula: HN2O3P
Source: OMol25
Level of theory: ωB97M-V with the def2-TZVPD basis set

Summary:
LUMO energy ... -1.30 eV
Net charge ... 0
SMILES ... O=NP[N+](=O)[O-]
Energy relative to the best compared isomer or geometry (same formula, charge and spin) ... 190.4 kJ/mol
E ... -18420.56107 eV

Cartesian coordinates (Å):
O: -0.972 -2.282 -0.555
N: -0.181 -1.449 -0.225
P: -0.518 -0.040 0.668
N: 0.816 0.759 -0.095
O: 1.824 0.224 0.060
O: 0.619 1.844 -0.588
H: -1.587 0.943 0.735


Formula: C51H54As2Br2N3O3RuS
Source: OMol25
Level of theory: ωB97M-V with the def2-TZVPD basis set

Summary:
LUMO energy (alpha / beta) ... -7.22 / -7.21 eV
Net charge ... +2
Spin multiplicity ... 2
Energy relative to the best compared isomer or geometry (same formula, charge and spin) ... 257.0 kJ/mol
E ... -339539.19944 eV

Cartesian coordinates (Å):
Ru: 1.130 -0.152 0.141
C: -4.160 -2.961 -5.482
O: -3.200 -2.798 -4.440
C: -3.084 -3.788 -3.528
C: -3.842 -4.949 -3.490
C: -3.603 -5.897 -2.501
C: -2.600 -5.713 -1.566
C: -1.822 -4.563 -1.612
C: -2.083 -3.591 -2.565
N: -1.321 -2.399 -2.671
C: -0.881 -1.654 -1.640
N: -1.608 -1.870 -0.466
C: -1.474 -1.381 0.735
C: -0.367 -0.523 1.164
C: -0.435 -0.199 2.615
C: -1.592 -0.580 3.566
C: -2.630 -1.404 2.924
C: -2.570 -1.774 1.635
O: -3.477 -2.540 0.991
C: -4.623 -2.997 1.716
N: 0.055 -0.764 -1.660
C: 0.723 -0.676 -2.956
C: 1.961 -1.301 -3.091
C: 2.660 -1.292 -4.283
C: 2.128 -0.645 -5.389
C: 0.876 -0.072 -5.293
C: 0.152 -0.108 -4.103
O: -1.160 0.273 -4.216
C: -1.633 1.372 -3.449
H: -4.087 -2.068 -6.095
H: -5.168 -3.042 -5.071
H: -3.931 -3.841 -6.085
H: -4.615 -5.123 -4.223
H: -4.202 -6.797 -2.482
H: -2.395 -6.471 -0.823
H: -0.987 -4.441 -0.931
H: -1.219 -2.011 -3.600
H: -2.429 -2.470 -0.589
H: -0.109 0.820 2.804
H: -2.034 0.271 4.088
H: -3.475 -1.719 3.523
H: -4.317 -3.653 2.532
H: -5.221 -3.551 1.000
H: -5.193 -2.149 2.097
H: 2.347 -1.847 -2.241
H: 3.609 -1.806 -4.357
H: 2.666 -0.619 -6.327
H: 0.395 0.383 -6.149
H: -2.553 1.699 -3.927
H: -0.915 2.193 -3.457
H: -1.843 1.071 -2.426
Br: 3.558 0.680 -1.215
C: 4.732 -0.753 -1.395
Br: 1.865 -2.578 0.171
H: 5.607 -0.750 -0.770
H: 4.580 -1.388 -2.249
C: 2.039 2.695 2.303
C: 3.284 1.844 2.276
As: 2.717 -0.027 2.088
C: 4.383 -0.983 2.200
C: 4.405 -2.270 2.726
C: 5.610 -2.943 2.848
C: 6.792 -2.335 2.447
C: 6.771 -1.049 1.928
C: 5.567 -0.370 1.802
C: 1.759 -0.468 3.699
C: 0.499 -1.190 3.385
C: -0.568 -1.367 4.477
C: -0.201 -0.734 5.783
C: 0.968 -0.124 5.979
C: 1.965 0.049 4.909
As: 0.848 2.297 0.784
C: -0.562 3.524 1.343
C: -1.086 4.445 0.443
C: -2.014 5.381 0.873
C: -2.432 5.399 2.199
C: -1.922 4.474 3.096
C: -0.992 3.534 2.667
C: 1.595 3.275 -0.708
C: 2.335 4.444 -0.544
C: 2.837 5.107 -1.654
C: 2.587 4.618 -2.931
C: 1.831 3.467 -3.099
C: 1.340 2.796 -1.987
H: 2.216 3.770 2.305
H: 1.463 2.469 3.203
H: 3.912 1.954 3.159
H: 3.888 2.066 1.396
H: 3.489 -2.753 3.042
H: 5.628 -3.943 3.259
H: 7.732 -2.862 2.546
H: 7.692 -0.568 1.627
H: 5.569 0.636 1.401
H: 0.695 -2.095 2.808
H: -0.869 -2.404 4.628
H: -0.907 -0.821 6.601
H: 1.202 0.287 6.952
H: 2.843 0.647 5.128
H: -0.763 4.444 -0.591
H: -2.403 6.108 0.173
H: -3.149 6.139 2.529
H: -2.239 4.485 4.130
H: -0.603 2.830 3.394
H: 2.520 4.854 0.441
H: 3.421 6.008 -1.524
H: 2.980 5.139 -3.794
H: 1.633 3.081 -4.091
H: 0.759 1.892 -2.119
C: -3.929 2.694 -1.120
S: -2.764 1.588 -0.304
C: -3.431 1.729 1.360
H: -3.931 3.659 -0.615
H: -4.935 2.279 -1.131
H: -3.596 2.841 -2.145
H: -4.415 1.265 1.430
H: -3.494 2.774 1.655
H: -2.753 1.225 2.045


Formula: C10H13N2OS
Source: OMol25
Level of theory: ωB97M-V with the def2-TZVPD basis set

Summary:
LUMO energy ... -3.72 eV
Net charge ... +1
Energy relative to the best compared isomer or geometry (same formula, charge and spin) ... 271.2 kJ/mol
E ... -26435.12080 eV

Cartesian coordinates (Å):
C: 1.251 -1.941 1.905
C: 2.168 -1.210 1.251
C: -0.137 -1.796 1.517
C: 1.902 -0.496 -0.022
C: -0.500 -0.985 0.504
C: 0.389 -0.190 -0.232
C: -0.148 2.897 0.804
C: -1.974 -1.085 0.027
C: -2.024 -0.518 -1.425
C: 0.041 0.744 -1.184
N: 0.994 2.886 1.028
N: -1.371 0.809 -1.405
O: -1.202 2.825 0.349
S: 1.165 1.413 -2.378
H: 1.580 -2.543 2.658
H: 3.190 -1.411 1.417
H: -0.976 -2.389 1.961
H: 2.237 -0.926 -1.025
H: -2.374 -2.162 0.211
H: -2.564 -0.521 0.770
H: -1.525 -0.998 -2.212
H: -3.073 -0.266 -1.826
H: 2.437 0.447 0.125
H: 1.579 3.240 1.740
H: -1.675 1.228 -2.305
H: -1.683 1.386 -0.595
H: 2.294 1.561 -1.656


Formula: C17H36O4P
Source: OMol25
Level of theory: ωB97M-V with the def2-TZVPD basis set

Summary:
LUMO energy ... -2.92 eV
Net charge ... +1
E ... -35683.32200 eV

Cartesian coordinates (Å):
C: 0.754 -1.042 1.864
C: 1.643 0.095 2.383
O: 1.089 1.386 2.171
C: 1.037 1.767 0.805
C: 0.138 2.986 0.697
C: -1.345 2.629 0.924
C: -1.819 2.902 2.368
C: -2.519 1.693 3.027
P: -4.221 1.482 2.487
C: -4.353 0.372 1.070
C: -5.817 0.045 0.865
O: -6.661 0.688 1.426
H: 0.900 -1.947 2.457
H: -0.291 -0.717 1.941
H: 0.957 -1.293 0.822
H: 2.640 0.043 1.920
H: 1.786 0.008 3.464
H: 0.625 0.947 0.202
H: 2.033 1.985 0.399
H: 0.294 3.471 -0.269
H: 0.453 3.685 1.479
H: -1.472 1.562 0.697
H: -1.973 3.173 0.208
H: -2.485 3.771 2.392
H: -0.971 3.150 3.009
H: -2.534 1.767 4.119
H: -2.006 0.761 2.758
H: -5.000 0.943 3.507
H: -4.786 2.715 2.176
H: -3.934 0.854 0.179
H: -3.758 -0.528 1.265
H: -6.058 -0.797 0.201
C: 1.866 -5.801 -1.046
C: 3.135 -5.553 -0.232
C: 2.993 -4.077 0.112
O: 1.587 -3.826 0.221
C: 0.856 -4.938 -0.302
H: 1.572 -6.848 -1.088
H: 1.995 -5.440 -2.068
H: 3.127 -6.158 0.676
H: 4.052 -5.768 -0.777
H: 3.410 -3.443 -0.678
H: 3.469 -3.809 1.056
H: 0.402 -5.490 0.528
H: 0.059 -4.562 -0.945
C: 1.468 1.341 -4.497
C: 1.448 2.869 -4.462
C: 0.990 3.135 -3.035
O: 1.491 2.053 -2.245
C: 1.977 1.012 -3.101
H: 2.103 0.932 -5.280
H: 0.457 0.951 -4.638
H: 2.453 3.263 -4.616
H: 0.789 3.316 -5.204
H: -0.105 3.151 -2.968
H: 1.375 4.072 -2.631
H: 3.071 1.007 -3.069
H: 1.616 0.054 -2.724


Formula: C4H8O2
Source: OMol25
Level of theory: ωB97M-V with the def2-TZVPD basis set

Summary:
LUMO energy ... -0.08 eV
Net charge ... 0
Energy relative to the best compared isomer or geometry (same formula, charge and spin) ... 574.8 kJ/mol
E ... -8367.32448 eV

Cartesian coordinates (Å):
C: 0.505 0.513 -0.256
C: -1.362 -1.645 -0.237
C: 0.202 1.710 0.639
C: 1.555 -0.319 0.019
O: -0.754 -0.751 0.629
O: 2.395 -1.044 0.293
H: -0.008 0.327 -1.194
H: 1.746 1.007 -0.898
H: -2.462 -1.558 -0.230
H: -1.063 -1.496 -1.304
H: -1.121 -2.697 -0.007
H: 0.051 2.595 0.025
H: 1.016 1.903 1.336
H: -0.700 1.456 1.188


Question: What is the E in the fifth record?
Answer: -35683.32200 eV


Please write out number 1 again, unchanged.
Formula: C19H29ClN3O4
Source: OMol25
Level of theory: ωB97M-V with the def2-TZVPD basis set

Summary:
LUMO energy ... -2.53 eV
Net charge ... +1
SMILES ... CCNc1c(Cl)n(COCOCCO)c(CCO)[n+]1Cc1ccccc1C
E ... -45349.01926 eV

Cartesian coordinates (Å):
C: 3.423 -2.364 3.131
C: 1.978 -2.781 2.742
N: 1.073 -1.636 2.432
C: 0.838 -1.472 1.075
C: 0.426 -2.400 0.172
Cl: 0.014 -4.066 0.422
N: 0.327 -1.847 -1.094
C: -0.096 -2.542 -2.318
O: -1.104 -1.845 -2.986
C: -2.359 -2.055 -2.399
O: -2.505 -1.314 -1.202
C: -3.897 -1.323 -0.854
C: -4.137 -0.794 0.561
O: -4.315 0.625 0.597
C: 0.677 -0.560 -0.999
C: 0.731 0.395 -2.157
C: 2.210 0.584 -2.628
O: 2.943 1.498 -1.806
N: 0.954 -0.322 0.289
C: 1.333 0.988 0.843
C: 0.304 2.087 0.576
C: -0.993 1.810 0.159
C: -1.928 2.783 -0.091
C: -1.604 4.120 0.103
C: -0.333 4.408 0.550
C: 0.620 3.430 0.775
C: 2.002 3.859 1.261
H: 4.146 -2.661 2.359
H: 3.541 -1.300 3.373
H: 3.702 -2.955 4.014
H: 2.038 -3.525 1.948
H: 1.542 -3.298 3.607
H: 1.520 -0.821 2.839
H: 0.782 -2.587 -2.979
H: -0.398 -3.578 -2.132
H: -3.115 -1.693 -3.116
H: -2.575 -3.126 -2.218
H: -4.226 -2.378 -0.856
H: -4.501 -0.714 -1.543
H: -3.372 -1.132 1.275
H: -5.099 -1.212 0.894
H: -3.470 0.972 0.908
H: 0.337 1.385 -1.914
H: 0.176 0.030 -3.026
H: 2.251 0.988 -3.645
H: 2.715 -0.398 -2.653
H: 3.425 0.931 -1.191
H: 2.345 1.290 0.573
H: 1.339 0.869 1.937
H: -1.293 0.770 -0.015
H: -2.933 2.561 -0.448
H: -2.344 4.897 -0.068
H: -0.103 5.459 0.727
H: 2.478 4.515 0.522
H: 2.633 2.997 1.492
H: 1.876 4.449 2.180